{
  "formula": "C6H12N2S",
  "method": "the ωB97M-V functional and the def2-TZVPD basis",
  "symbols": ["C", "C", "S", "H", "H", "H", "H", "H", "H", "C", "C", "C", "C", "N", "N", "H", "H", "H", "H", "H", "H"],
  "positions_angstrom": [[-0.954, -1.893, -1.229], [1.486, -1.379, -2.358], [-0.262, -1.200, -2.746], [-0.535, -1.384, -0.364], [-2.027, -1.721, -1.253], [-0.751, -2.962, -1.157], [1.674, -0.986, -1.356], [2.053, -0.787, -3.073], [1.826, -2.411, -2.398], [-1.820, 0.571, 2.109], [-0.164, 1.284, 0.276], [-0.537, 1.116, 1.580], [1.462, 1.871, 1.624], [1.116, 1.775, 0.318], [0.496, 1.479, 2.414], [-0.726, 1.134, -0.631], [1.696, 2.000, -0.470], [-1.635, -0.278, 2.770], [-2.450, 0.236, 1.282], [2.422, 2.215, 1.984], [-2.368, 1.319, 2.678]],
  "atomic_forces_ev_per_a": [[0.17, -0.07, -0.12], [0.06, 0.12, 0.25], [-0.07, 0.02, 0.03], [0.00, 0.05, 0.09], [-0.08, -0.06, -0.01], [-0.08, 0.03, -0.01], [0.03, 0.01, -0.05], [0.01, -0.02, -0.07], [-0.07, -0.07, -0.06], [0.00, -0.06, -0.12], [-0.46, 0.01, 0.23], [0.07, -0.18, -0.04], [0.04, -0.05, 0.38], [0.28, 0.09, -0.08], [-0.03, 0.04, -0.10], [0.20, -0.01, -0.11], [-0.02, 0.03, -0.01], [0.00, 0.05, -0.04], [-0.03, 0.01, 0.07], [-0.01, 0.02, -0.27], [-0.02, 0.06, 0.04]],
  "smiles": "Cc1c[nH]cn1.CSC",
  "lumo_energy_ev": 0.714
}

***

{
  "formula": "C6H12N2S",
  "method": "the ωB97M-V functional and the def2-TZVPD basis",
  "symbols": ["C", "C", "C", "C", "C", "C", "N", "N", "S", "H", "H", "H", "H", "H", "H", "H", "H", "H", "H", "H", "H"],
  "positions_angstrom": [[-0.693, 0.165, -2.622], [-2.142, 0.135, -0.769], [-0.832, 0.268, 0.131], [-2.034, 0.599, -2.275], [2.505, 0.217, 2.409], [3.769, -0.006, 2.550], [-2.898, -0.640, -0.097], [-0.342, -0.934, 0.790], [0.574, 0.239, -1.260], [-0.140, 0.558, -3.512], [-2.212, 1.662, -2.347], [-2.836, 0.050, -2.761], [1.914, 0.255, 1.530], [1.864, 0.508, 3.262], [-0.962, -0.956, -2.796], [4.351, -0.520, 1.758], [4.311, 0.115, 3.514], [-3.715, -0.964, -0.511], [0.603, -1.063, 0.388], [-0.368, -0.852, 1.802], [-0.717, 1.166, 0.815]],
  "atomic_forces_ev_per_a": [[2.24, -3.48, -1.73], [1.17, -1.12, 2.25], [2.55, 0.73, -2.04], [-1.82, 0.71, 3.04], [-2.51, 1.26, 1.50], [2.74, -1.46, 0.24], [1.32, 1.52, -0.19], [-0.25, -0.03, 0.16], [-2.35, 1.73, -0.16], [-1.09, -0.17, 0.57], [-0.11, 0.43, 0.06], [0.12, 0.15, -0.48], [0.10, -0.60, -1.07], [0.66, 0.13, -0.21], [1.51, 1.49, -0.07], [-0.24, 0.92, 0.32], [-0.65, -0.19, -0.72], [-1.99, -0.54, -1.37], [-0.99, -0.62, 1.34], [0.13, -0.18, -0.22], [-0.56, -0.71, -1.21]],
  "smiles": "[H]/N=C1\\CCS[C@@H]1N.C=C",
  "lumo_energy_ev": 0.811
}

***

{
  "formula": "C6H12N3",
  "method": "the ωB97M-V functional and the def2-TZVPD basis",
  "symbols": ["C", "C", "C", "C", "C", "C", "N", "N", "N", "H", "H", "H", "H", "H", "H", "H", "H", "H", "H", "H", "H"],
  "positions_angstrom": [[1.079, -0.729, -1.004], [0.824, -0.924, 0.352], [0.015, -0.715, -3.172], [0.418, 0.024, -2.065], [0.446, 1.486, -1.947], [-0.474, -0.614, 2.457], [-0.188, -0.254, 1.007], [-1.066, 0.459, 3.059], [-0.838, 0.662, 0.534], [1.851, -1.467, -1.385], [1.421, -1.422, 1.033], [-0.509, -0.247, -3.986], [-0.297, 1.726, -1.266], [0.156, 1.898, -2.930], [1.401, 1.951, -1.534], [0.390, -1.056, 3.054], [-1.216, -1.454, 2.513], [-1.876, 0.332, 3.589], [-0.471, 1.028, 3.620], [0.281, -1.752, -3.206], [-1.347, 1.069, 1.276]],
  "atomic_forces_ev_per_a": [[0.50, -2.87, 1.37], [-0.40, 1.67, -3.47], [1.14, 1.90, 2.55], [0.38, -1.98, -1.90], [0.88, 1.10, -1.22], [0.10, -3.16, 1.82], [0.08, 0.27, 1.15], [0.29, 2.10, 0.49], [0.87, -0.30, -2.29], [-0.70, 1.03, 0.61], [1.17, -1.45, 0.72], [-0.06, 0.03, -0.18], [-1.38, 1.02, 1.15], [0.46, 0.18, 0.50], [-1.00, -0.89, -0.88], [-0.33, 0.86, -1.53], [0.67, 0.49, -0.92], [-1.57, -0.65, 0.47], [0.69, 0.49, 0.15], [-0.28, -0.49, -0.13], [-1.51, 0.63, 1.54]],
  "smiles": "[H]/N=[N+](/C=C\\C(=C)C)CN",
  "lumo_energy_ev": [-5.460, -5.460],
  "charge": 1
}

***

{
  "formula": "C6H12N3",
  "method": "the ωB97M-V functional and the def2-TZVPD basis",
  "symbols": ["C", "C", "C", "C", "C", "C", "N", "N", "N", "H", "H", "H", "H", "H", "H", "H", "H", "H", "H", "H", "H"],
  "positions_angstrom": [[-1.326, -0.696, 1.070], [1.742, -0.492, 1.434], [-1.133, 0.580, 0.343], [1.287, -0.395, 0.189], [-2.174, 0.887, -0.663], [1.711, -1.370, -0.984], [-1.434, -1.753, 0.396], [-1.531, -2.610, -0.297], [0.368, 0.726, -0.201], [-1.475, -0.567, 2.184], [2.448, -1.248, 1.673], [1.599, 0.195, 2.217], [-1.247, 1.424, 0.963], [-2.069, 1.874, -1.122], [-3.230, 0.934, -0.190], [-2.090, 0.229, -1.567], [2.302, -2.259, -0.610], [2.508, -0.901, -1.515], [0.832, -1.736, -1.710], [0.355, 0.689, -1.306], [0.785, 1.609, 0.124]],
  "atomic_forces_ev_per_a": [[0.07, 3.44, 3.16], [0.12, 0.11, -1.62], [0.17, -0.42, 0.09], [0.75, -1.27, -0.59], [-1.50, 0.14, -2.38], [-1.44, -0.80, 0.60], [-0.52, -0.04, 0.41], [-0.06, -2.11, -1.43], [0.06, -1.05, -2.56], [0.22, -1.17, -1.61], [0.33, -0.78, 0.02], [-0.62, 0.94, 0.72], [0.45, 0.57, 1.66], [0.29, 0.19, 0.31], [1.86, -0.62, -0.79], [-0.69, 0.02, 0.88], [-1.33, 0.74, 0.07], [0.17, 0.83, -1.00], [1.97, 0.93, 1.73], [-0.02, 0.57, 2.70], [-0.29, -0.22, -0.38]],
  "lumo_energy_ev": -3.304,
  "charge": 1
}

***

{
  "formula": "C6H12N3",
  "method": "the ωB97M-V functional and the def2-TZVPD basis",
  "symbols": ["C", "C", "C", "C", "C", "N", "C", "N", "N", "H", "H", "H", "H", "H", "H", "H", "H", "H", "H", "H", "H"],
  "positions_angstrom": [[3.977, -1.175, 0.104], [3.052, -0.434, 0.262], [1.852, 0.336, 0.522], [1.213, 0.866, -0.781], [-0.304, 0.933, -0.732], [-0.886, -0.407, -0.472], [-1.994, -0.548, 0.277], [-2.037, -0.068, 1.568], [-3.117, -1.172, -0.177], [4.714, -1.936, 0.033], [1.145, -0.261, 1.097], [2.100, 1.193, 1.147], [1.570, 1.883, -0.921], [1.529, 0.280, -1.638], [-0.653, 1.620, 0.031], [-0.666, 1.244, -1.708], [-0.409, -1.226, -0.824], [-2.521, 0.824, 1.661], [-1.077, 0.050, 1.880], [-2.943, -1.551, -1.103], [-3.887, -0.504, -0.213]],
  "atomic_forces_ev_per_a": [[-0.12, -0.25, 0.07], [-0.01, -0.37, 0.26], [-0.03, 0.69, -0.33], [-0.09, 0.18, 0.55], [0.76, -0.52, 0.17], [0.08, -0.79, 0.80], [-0.74, -0.04, 0.35], [0.77, 1.11, -1.33], [1.18, 0.41, -0.71], [0.27, 0.13, -0.14], [-0.02, -0.26, 0.01], [0.01, 0.03, 0.16], [0.07, 0.07, -0.33], [0.04, -0.12, -0.10], [-0.08, 0.11, 0.08], [-0.24, 0.17, -0.01], [-0.33, 0.06, -0.71], [-0.59, -0.40, 0.57], [-0.07, 0.28, 0.16], [-0.34, 0.14, -0.11], [-0.50, -0.63, 0.61]],
  "smiles": "C#CCCCNC(N)=[NH2+]",
  "lumo_energy_ev": -4.814,
  "charge": 1
}

***

{
  "formula": "C6H12N3",
  "method": "the ωB97M-V functional and the def2-TZVPD basis",
  "symbols": ["C", "C", "C", "C", "C", "C", "N", "N", "N", "H", "H", "H", "H", "H", "H", "H", "H", "H", "H", "H", "H"],
  "positions_angstrom": [[-0.692, -1.337, -1.965], [-1.169, -1.070, -0.731], [0.843, 0.061, -1.000], [-1.341, -0.278, 1.961], [0.984, 0.790, 1.774], [-0.133, 0.068, 1.225], [0.532, -0.721, -2.139], [-0.248, -0.300, -0.025], [1.014, 1.429, -1.336], [-1.155, -1.863, -2.783], [-2.065, -1.520, -0.308], [1.876, -0.286, -0.479], [-1.373, 0.070, 2.904], [-2.174, 0.241, 1.578], [-1.521, -1.351, 2.075], [0.739, 1.093, 2.779], [1.067, 1.805, 1.231], [2.015, 0.287, 1.914], [0.695, -0.326, -2.977], [1.824, 1.477, -1.825], [0.281, 1.730, -1.874]],
  "atomic_forces_ev_per_a": [[0.36, 1.01, 0.68], [-1.49, -1.47, -0.35], [3.17, -0.99, 1.53], [-0.09, -1.40, -0.30], [2.11, 2.35, 0.36], [-1.73, -1.71, -1.70], [-1.38, -2.79, 2.41], [2.52, 1.60, -0.43], [-1.15, -0.97, 3.77], [-0.10, -0.17, 0.14], [0.39, 0.47, 0.10], [-2.28, 0.65, -1.19], [0.66, 1.18, 3.51], [-1.25, 0.16, -1.24], [-0.06, 0.03, -0.54], [-0.24, -0.10, 0.43], [0.39, -1.70, 0.50], [-1.64, 0.50, -0.95], [0.93, 1.45, -3.41], [3.12, 0.71, -1.66], [-2.25, 1.21, -1.66]],
  "smiles": "CC(C)=[N+]1C=CN[C@H]1N",
  "lumo_energy_ev": [-4.281, -4.281],
  "charge": 1
}

***

{
  "formula": "C6H12N3",
  "method": "the ωB97M-V functional and the def2-TZVPD basis",
  "symbols": ["C", "C", "C", "C", "C", "C", "N", "N", "N", "H", "H", "H", "H", "H", "H", "H", "H", "H", "H", "H", "H"],
  "positions_angstrom": [[0.419, -3.540, 0.615], [-1.786, -2.891, -0.272], [-1.436, 0.613, 0.114], [-1.325, 1.077, 1.601], [-1.225, 1.741, -0.960], [2.292, 0.114, -0.503], [-0.510, -3.149, 0.057], [-2.238, -1.643, -0.343], [-1.738, -0.561, -0.173], [1.426, -3.758, 0.885], [-2.532, -3.776, -0.312], [-1.528, 2.066, 1.803], [-0.246, 0.964, 1.802], [-1.997, 0.527, 2.138], [-0.242, 2.153, -0.796], [-2.005, 2.462, -0.827], [-1.224, 1.279, -1.855], [2.373, -0.193, 0.543], [2.442, -0.758, -1.217], [3.102, 0.767, -0.696], [1.313, 0.733, -0.546]],
  "atomic_forces_ev_per_a": [[0.10, 0.85, -0.77], [-1.98, -0.21, -0.72], [-0.27, 2.74, 0.38], [2.30, -1.40, -3.01], [0.49, -1.28, 3.62], [-1.59, -0.33, -0.02], [0.36, -0.85, 1.27], [-1.30, -1.81, 0.43], [1.08, 0.53, -0.14], [0.23, -0.34, 0.12], [1.60, 1.86, -0.17], [-0.61, 2.42, -0.35], [-0.52, -0.40, 0.57], [-1.15, -1.86, 1.92], [0.18, 0.53, 0.14], [-0.34, 0.43, -0.01], [-0.25, -1.15, -3.31], [0.13, -0.27, -0.16], [-0.85, 1.08, 0.89], [0.78, 0.85, -0.16], [1.60, -1.41, -0.53]],
  "lumo_energy_ev": -4.655,
  "charge": 1
}

***

{
  "formula": "C6H12N3O",
  "method": "the ωB97M-V functional and the def2-TZVPD basis",
  "symbols": ["C", "C", "C", "C", "C", "C", "N", "N", "N", "O", "H", "H", "H", "H", "H", "H", "H", "H", "H", "H", "H", "H"],
  "positions_angstrom": [[-2.021, -0.096, -0.674], [-1.019, -0.708, 0.216], [-3.254, 0.124, -0.266], [0.589, 1.891, 0.309], [1.773, 1.349, 0.534], [0.232, -1.082, -0.049], [-4.279, 0.584, 0.159], [1.089, -1.654, 0.922], [0.868, -0.805, -1.325], [2.742, 0.864, -0.362], [-1.868, -0.210, -1.700], [-1.232, -0.850, 1.371], [0.210, 2.062, -0.704], [-0.037, 2.155, 1.189], [2.086, 1.149, 1.545], [-5.002, -0.155, 0.468], [0.671, -2.258, 1.634], [1.710, -0.926, 1.394], [1.389, -1.664, -1.668], [1.577, -0.082, -1.197], [0.325, -0.401, -2.061], [3.451, 0.713, 0.263]],
  "atomic_forces_ev_per_a": [[0.84, -1.46, 1.39], [-0.53, 0.21, 2.18], [0.28, 0.81, 0.22], [0.04, 0.13, -0.21], [0.07, 0.31, 0.62], [-1.36, -0.29, 1.64], [-1.74, -1.82, 1.11], [1.57, 1.22, 0.08], [1.65, -1.70, -0.58], [-1.11, 0.83, 0.57], [0.08, 0.06, -1.64], [-0.04, 0.39, -2.66], [0.05, 0.16, 0.43], [0.54, -0.23, -0.94], [0.01, 0.29, 0.45], [1.02, 1.58, -0.85], [-0.07, 0.39, -0.66], [-1.19, -1.48, -0.80], [-0.78, 1.10, 0.30], [0.94, 0.05, 0.41], [-1.21, -0.21, -0.49], [0.92, -0.35, -0.57]],
  "lumo_energy_ev": -3.025,
  "charge": 1
}